A single C4H10N2O2 molecule at a distorted geometry. Source: the OMol25 dataset; level of theory: wB97M-V/def2-TZVPD.

Element x y z (Å)
C: 0.8564 2.5854 -1.5168
N: 1.1814 1.1834 -1.6411
C: 0.9711 0.2926 -0.6378
O: 1.6459 -0.7337 -0.5713
C: -0.0653 0.5178 0.4600
N: -0.3631 -0.6762 1.2183
C: -1.6689 -1.2572 0.8518
O: -2.0242 -2.2598 1.7806
H: -0.0529 2.7018 -0.9383
H: 1.6391 3.1503 -1.0048
H: 0.7227 3.0493 -2.4946
H: 1.8656 0.8212 -2.2882
H: -0.9741 0.9568 0.0621
H: 0.3287 1.2920 1.1304
H: 0.3016 -1.3996 0.9566
H: -2.3666 -0.4130 0.8466
H: -1.6742 -1.8108 -0.0940
H: -2.2664 -1.8363 2.6182

## Properties
strongest force on any atom	1.51	eV Å⁻¹
E_LUMO	0.76	eV
relative energy (zero: lowest compared OMol25 entry of this formula, charge and spin)	1.805	eV
SMILES	CNC(=O)CNCO
E	-11385.09770	eV